Entry 1:
{"formula": "C33H54Cl2FI2N2OReSSbSi3", "method": "wB97M-V/def2-TZVPD", "elements": ["Re", "I", "C", "I", "H", "H", "C", "Sb", "C", "C", "C", "C", "C", "C", "N", "Si", "C", "C", "C", "C", "C", "C", "C", "C", "C", "N", "Si", "C", "C", "C", "Si", "C", "C", "C", "H", "H", "H", "H", "H", "H", "H", "H", "H", "H", "H", "H", "H", "H", "H", "H", "H", "H", "H", "H", "H", "H", "H", "H", "H", "H", "H", "H", "H", "H", "H", "H", "H", "H", "H", "H", "H", "H", "Cl", "C", "Cl", "H", "H", "C", "S", "C", "O", "H", "H", "H", "H", "H", "H", "F", "C", "C", "C", "C", "C", "C", "C", "H", "H", "H", "H", "H", "H"], "coordinates": [[0.161, -1.356, 1.054], [-1.773, 3.572, 0.554], [-2.449, 1.905, 1.661], [-2.459, 0.060, 0.583], [-3.474, 2.088, 1.961], [-1.807, 1.760, 2.520], [2.604, 1.653, -1.310], [2.091, 0.750, -3.173], [1.693, -1.810, 0.064], [1.177, -2.075, -1.291], [1.662, -3.024, -2.194], [1.011, -3.199, -3.402], [-0.124, -2.447, -3.680], [-0.565, -1.551, -2.723], [0.069, -1.348, -1.567], [3.523, -1.989, 0.525], [3.790, -3.753, 1.075], [4.013, -0.795, 1.876], [4.584, -1.569, -0.969], [2.219, 2.363, -4.660], [0.773, 2.649, -4.450], [-0.071, 3.542, -5.105], [-1.392, 3.620, -4.704], [-1.867, 2.819, -3.662], [-0.999, 1.947, -3.054], [0.276, 1.878, -3.459], [3.333, 3.841, -4.167], [5.042, 3.187, -3.785], [2.571, 4.681, -2.664], [3.442, 5.107, -5.533], [2.519, 1.507, -6.356], [2.483, 2.688, -7.798], [4.154, 0.610, -6.274], [1.127, 0.266, -6.574], [2.486, 0.876, -0.554], [1.964, 2.502, -1.077], [3.645, 1.977, -1.330], [2.527, -3.622, -1.938], [1.378, -3.920, -4.121], [-0.657, -2.560, -4.614], [-1.463, -0.964, -2.887], [3.155, -3.988, 1.932], [4.827, -3.913, 1.376], [3.562, -4.467, 0.281], [3.828, 0.242, 1.585], [5.089, -0.897, 2.040], [3.524, -0.990, 2.831], [4.281, -2.083, -1.882], [5.625, -1.835, -0.775], [4.566, -0.492, -1.158], [0.313, 4.162, -5.903], [-2.063, 4.313, -5.195], [-2.892, 2.887, -3.326], [-1.272, 1.321, -2.216], [5.045, 2.324, -3.115], [5.632, 3.971, -3.303], [5.572, 2.901, -4.694], [1.526, 4.410, -2.492], [2.597, 5.763, -2.805], [3.128, 4.463, -1.752], [3.988, 4.753, -6.407], [3.975, 5.979, -5.146], [2.461, 5.456, -5.862], [3.397, 3.276, -7.878], [1.638, 3.378, -7.773], [2.393, 2.103, -8.717], [4.998, 1.296, -6.189], [4.295, 0.034, -7.191], [4.209, -0.098, -5.442], [0.146, 0.748, -6.589], [1.117, -0.507, -5.800], [1.248, -0.244, -7.532], [0.377, 2.055, 4.320], [1.541, 1.091, 3.447], [0.960, 0.823, 1.743], [1.647, 0.114, 3.901], [2.481, 1.623, 3.358], [-2.039, -4.965, -0.704], [-0.735, -4.460, 0.400], [-1.257, -5.381, 1.841], [-1.119, -2.988, 0.664], [-1.927, -6.029, -0.908], [-1.922, -4.397, -1.624], [-3.000, -4.753, -0.237], [-1.312, -6.430, 1.550], [-2.230, -5.016, 2.168], [-0.511, -5.263, 2.622], [-2.930, -0.503, 6.905], [-2.077, -0.932, 5.966], [-2.579, -1.399, 4.767], [-1.687, -1.829, 3.795], [-0.305, -1.790, 3.999], [0.659, -2.228, 2.926], [0.151, -1.339, 5.240], [-0.721, -0.906, 6.226], [-3.650, -1.436, 4.616], [-2.083, -2.231, 2.867], [0.612, -3.318, 2.825], [1.679, -2.012, 3.250], [1.217, -1.341, 5.451], [-0.367, -0.557, 7.187]], "homo_energy_ev": [-12.5, -12.3], "energy_ha": -4674.9526, "charge": 2, "lumo_energy_ev": [-5.1423, -5.0212], "multiplicity": 2, "orbital_gap_ev": [7.37, 7.26], "s2": 0.78}

---

Entry 2:
{"formula": "C33H54Cl8F15N3O13", "method": "wB97M-V/def2-TZVPD", "elements": ["C", "C", "O", "C", "O", "C", "F", "F", "F", "H", "H", "H", "H", "H", "C", "C", "O", "C", "O", "C", "F", "F", "F", "H", "H", "H", "H", "H", "C", "C", "O", "C", "O", "C", "F", "F", "F", "H", "H", "H", "H", "H", "C", "C", "O", "C", "O", "C", "F", "F", "F", "H", "H", "H", "H", "H", "C", "C", "O", "C", "O", "C", "F", "F", "F", "H", "H", "H", "H", "H", "C", "N", "C", "C", "O", "H", "H", "H", "H", "H", "H", "H", "C", "N", "C", "C", "O", "H", "H", "H", "H", "H", "H", "H", "C", "N", "C", "C", "O", "H", "H", "H", "H", "H", "H", "H", "Cl", "C", "Cl", "H", "H", "Cl", "C", "Cl", "H", "H", "Cl", "C", "Cl", "H", "H", "Cl", "C", "Cl", "H", "H"], "coordinates": [[3.549, 6.939, -0.765], [2.868, 5.715, -0.177], [1.899, 5.109, -1.097], [1.074, 4.244, -0.610], [1.070, 3.676, 0.441], [0.015, 3.924, -1.731], [0.646, 3.490, -2.793], [-0.855, 3.016, -1.319], [-0.629, 5.070, -2.058], [2.819, 7.619, -1.149], [4.372, 6.751, -1.520], [4.008, 7.428, 0.089], [2.328, 5.867, 0.734], [3.570, 4.939, 0.037], [-3.238, -2.509, 8.031], [-2.038, -2.550, 7.054], [-2.487, -1.938, 5.802], [-2.041, -0.784, 5.510], [-1.226, -0.119, 6.122], [-2.677, -0.312, 4.221], [-3.987, -0.666, 4.190], [-2.610, 0.987, 4.180], [-2.097, -0.837, 3.093], [-4.084, -2.996, 7.521], [-3.506, -1.477, 8.359], [-3.004, -3.128, 8.904], [-1.860, -3.559, 6.813], [-1.206, -1.919, 7.382], [-1.539, -1.929, -5.129], [-1.016, -2.078, -6.586], [-0.511, -3.433, -6.884], [0.710, -3.450, -7.394], [1.435, -2.507, -7.632], [1.256, -4.865, -7.755], [2.524, -5.000, -7.359], [0.532, -5.766, -7.123], [1.168, -5.099, -9.017], [-0.589, -1.932, -4.605], [-2.161, -2.823, -4.854], [-2.213, -1.061, -5.008], [-0.189, -1.463, -6.896], [-1.900, -2.048, -7.221], [1.501, -0.806, 4.219], [2.710, -1.589, 3.895], [2.588, -2.582, 2.843], [3.714, -3.231, 2.588], [4.737, -3.215, 3.213], [3.561, -4.153, 1.361], [2.317, -4.157, 0.824], [4.411, -3.689, 0.459], [3.786, -5.425, 1.601], [1.781, -0.319, 5.121], [0.623, -1.458, 4.494], [1.263, -0.086, 3.442], [3.187, -2.152, 4.680], [3.516, -0.961, 3.491], [0.243, 2.639, 3.396], [0.500, 2.518, 4.903], [-0.727, 3.166, 5.452], [-0.922, 3.088, 6.752], [-0.153, 2.730, 7.542], [-2.416, 3.456, 7.165], [-2.976, 2.287, 7.507], [-2.401, 4.230, 8.248], [-3.142, 3.970, 6.168], [1.146, 2.378, 2.806], [0.080, 3.696, 3.040], [-0.577, 1.987, 3.028], [1.399, 2.988, 5.250], [0.546, 1.478, 5.105], [-0.291, -2.153, -1.828], [-0.220, -1.043, -0.991], [-0.974, 0.096, -1.415], [0.548, -0.942, 0.141], [0.670, 0.025, 0.879], [0.361, -1.940, -2.653], [-1.266, -2.300, -2.194], [0.176, -3.015, -1.276], [-0.467, 0.490, -2.276], [-2.036, -0.228, -1.613], [-1.053, 0.807, -0.634], [1.089, -1.880, 0.390], [2.652, -2.674, -3.701], [2.706, -1.267, -3.524], [2.630, -0.389, -4.679], [2.748, -0.712, -2.289], [2.626, 0.470, -2.046], [1.812, -3.010, -4.283], [2.717, -3.239, -2.769], [3.603, -3.072, -4.156], [1.572, -0.023, -4.745], [3.165, 0.469, -4.411], [2.939, -0.836, -5.602], [3.092, -1.408, -1.473], [-5.194, 4.119, -3.167], [-4.379, 3.229, -3.963], [-4.218, 3.421, -5.363], [-4.000, 2.029, -3.444], [-3.306, 1.159, -3.986], [-4.817, 5.174, -3.152], [-5.305, 3.687, -2.147], [-6.177, 4.245, -3.611], [-4.631, 2.532, -5.947], [-4.457, 4.460, -5.696], [-3.103, 3.393, -5.466], [-4.424, 1.927, -2.427], [-2.043, -4.236, 3.804], [-0.631, -3.849, 2.871], [-0.988, -4.210, 1.113], [-0.482, -2.792, 3.026], [0.202, -4.462, 3.204], [2.470, -7.385, -2.704], [1.616, -6.428, -3.905], [0.377, -5.397, -3.213], [2.336, -5.706, -4.288], [1.161, -7.011, -4.741], [-4.290, 2.205, 0.659], [-2.907, 3.188, 1.111], [-2.900, 4.747, 0.275], [-3.094, 3.439, 2.109], [-1.965, 2.608, 0.930], [4.300, 2.895, 1.854], [3.435, 1.689, 0.869], [4.153, 0.050, 1.072], [2.427, 1.650, 1.192], [3.552, 2.090, -0.114]], "homo_energy_ev": -9.1, "smiles": "CCOC(=O)C(F)(F)F.CCOC(=O)C(F)(F)F.CCOC(=O)C(F)(F)F.CCOC(=O)C(F)(F)F.CCOC(=O)C(F)(F)F.CN(C)C=O.CN(C)C=O.CN(C)C=O.ClCCl.ClCCl.ClCCl.ClCCl", "energy_ha": -7611.7623, "lumo_energy_ev": 0.5092, "multiplicity": 1, "orbital_gap_ev": 9.60}

---

Entry 3:
{"formula": "C33H54F33HfN7O19PS9", "method": "wB97M-V/def2-TZVPD", "elements": ["Hf", "C", "F", "F", "F", "S", "O", "O", "O", "P", "F", "F", "F", "F", "F", "F", "C", "C", "C", "N", "C", "C", "C", "C", "C", "H", "H", "H", "H", "H", "H", "H", "H", "H", "H", "H", "H", "H", "H", "H", "H", "H", "H", "C", "C", "C", "N", "C", "C", "C", "C", "C", "H", "H", "H", "H", "H", "H", "H", "H", "H", "H", "H", "H", "H", "H", "H", "H", "H", "H", "C", "C", "C", "N", "C", "C", "C", "C", "C", "H", "H", "H", "H", "H", "H", "H", "H", "H", "H", "H", "H", "H", "H", "H", "H", "H", "H", "C", "F", "F", "F", "S", "O", "O", "N", "S", "O", "O", "C", "F", "F", "F", "C", "F", "F", "F", "S", "O", "O", "N", "S", "O", "O", "C", "F", "F", "F", "C", "F", "F", "F", "S", "O", "O", "N", "S", "O", "O", "C", "F", "F", "F", "C", "F", "F", "F", "S", "O", "O", "N", "S", "O", "O", "C", "F", "F", "F"], "coordinates": [[-3.005, -2.115, -1.935], [0.370, 0.886, -1.203], [0.647, 0.752, -2.472], [1.363, 0.355, -0.465], [0.278, 2.172, -0.867], [-1.265, 0.119, -0.809], [-1.150, -1.349, -0.657], [-1.795, 0.849, 0.284], [-2.085, 0.154, -2.035], [0.549, -2.396, -3.849], [-0.341, -2.831, -5.081], [1.914, -2.591, -4.621], [0.454, -0.888, -4.272], [1.298, -1.947, -2.469], [-0.918, -2.212, -2.958], [0.605, -3.922, -3.328], [-6.185, 0.567, 4.642], [-5.192, 1.739, 4.647], [-3.885, 1.351, 3.990], [-2.949, 2.452, 3.656], [-2.892, 3.403, 4.809], [-1.556, 1.885, 3.485], [-0.847, 2.896, 2.592], [-1.924, 3.806, 1.973], [-3.239, 3.123, 2.361], [-7.205, 0.903, 4.839], [-5.940, -0.170, 5.405], [-6.275, 0.134, 3.642], [-5.154, 2.107, 5.676], [-5.617, 2.601, 4.111], [-4.032, 0.725, 3.115], [-3.316, 0.735, 4.698], [-2.630, 2.797, 5.671], [-3.877, 3.817, 4.988], [-2.175, 4.184, 4.585], [-1.089, 1.711, 4.448], [-1.693, 0.936, 2.963], [-0.107, 3.494, 3.138], [-0.223, 2.444, 1.823], [-1.945, 4.798, 2.420], [-1.786, 3.861, 0.898], [-4.060, 3.830, 2.467], [-3.558, 2.373, 1.640], [7.412, 2.556, -2.274], [6.008, 2.907, -1.775], [5.932, 2.642, -0.287], [4.634, 3.056, 0.361], [3.589, 2.131, -0.139], [4.323, 4.483, 0.024], [3.469, 5.018, 1.167], [3.653, 3.990, 2.313], [4.770, 3.032, 1.857], [8.162, 3.252, -1.890], [7.503, 2.541, -3.356], [7.685, 1.556, -1.918], [5.341, 2.242, -2.324], [5.791, 3.950, -1.991], [6.743, 3.186, 0.203], [6.060, 1.586, -0.042], [3.807, 1.108, 0.159], [3.589, 2.200, -1.220], [2.641, 2.474, 0.263], [3.872, 4.506, -0.970], [5.254, 5.038, -0.089], [2.422, 5.102, 0.887], [3.818, 5.995, 1.486], [2.754, 3.403, 2.490], [3.992, 4.449, 3.241], [4.535, 2.014, 2.164], [5.771, 3.336, 2.137], [2.689, -1.834, 1.830], [2.824, -3.332, 1.756], [3.803, -3.858, 2.800], [3.928, -5.367, 2.809], [4.284, -5.912, 1.471], [2.640, -6.039, 3.282], [3.077, -7.245, 4.112], [4.273, -6.677, 4.887], [4.943, -5.792, 3.838], [1.829, -1.565, 1.213], [3.549, -1.242, 1.515], [2.469, -1.450, 2.833], [3.126, -3.631, 0.756], [1.856, -3.768, 1.995], [3.423, -3.556, 3.775], [4.823, -3.513, 2.630], [5.293, -5.577, 1.244], [3.546, -5.595, 0.747], [4.266, -6.997, 1.533], [1.956, -6.264, 2.471], [2.190, -5.325, 3.975], [3.372, -8.073, 3.470], [2.203, -7.467, 4.721], [4.927, -7.475, 5.226], [3.897, -6.166, 5.771], [5.794, -6.270, 3.357], [5.380, -4.908, 4.306], [3.405, 8.087, -2.237], [3.425, 7.668, -0.954], [2.293, 8.771, -2.441], [4.463, 8.861, -2.428], [3.520, 6.638, -3.372], [3.381, 7.192, -4.673], [4.745, 5.938, -3.069], [2.227, 5.799, -2.840], [2.118, 4.441, -3.660], [2.461, 4.497, -5.042], [2.678, 3.314, -2.939], [0.280, 4.283, -3.670], [-0.065, 3.240, -4.413], [-0.241, 4.128, -2.442], [-0.246, 5.380, -4.205], [-2.973, -4.886, -5.303], [-3.605, -5.989, -5.654], [-2.018, -5.195, -4.430], [-2.439, -4.258, -6.310], [-4.172, -3.834, -4.290], [-5.482, -3.945, -4.815], [-4.016, -4.216, -2.895], [-3.503, -2.253, -4.133], [-4.048, -1.486, -5.500], [-4.174, -2.290, -6.658], [-5.151, -0.648, -5.147], [-2.661, -0.315, -5.864], [-1.742, -0.928, -6.597], [-3.137, 0.718, -6.526], [-2.136, 0.091, -4.711], [-7.207, -1.065, -2.882], [-8.438, -1.139, -2.383], [-6.998, -2.057, -3.711], [-6.995, 0.105, -3.414], [-6.048, -1.339, -1.374], [-6.698, -1.153, -0.140], [-5.356, -2.621, -1.564], [-4.618, -0.457, -1.583], [-5.020, 1.105, -1.144], [-6.409, 1.378, -1.180], [-4.365, 1.403, 0.091], [-4.242, 2.260, -2.411], [-3.017, 2.599, -2.052], [-4.248, 1.644, -3.589], [-4.998, 3.349, -2.476], [-0.329, -4.218, 0.645], [0.460, -3.575, -0.181], [0.209, -5.393, 0.928], [-0.523, -3.476, 1.735], [-1.959, -4.536, -0.250], [-1.720, -4.144, -1.628], [-2.319, -5.875, -0.008], [-3.047, -3.274, 0.060], [-3.839, -3.611, 1.448], [-5.230, -3.738, 1.202], [-3.175, -4.553, 2.277], [-3.675, -2.005, 2.350], [-4.272, -1.043, 1.662], [-4.192, -2.110, 3.563], [-2.372, -1.659, 2.483]], "homo_energy_ev": -10.4, "energy_ha": -10371.2805, "charge": 1, "lumo_energy_ev": -2.7707, "multiplicity": 1, "orbital_gap_ev": 7.61}

---

Entry 4:
{"formula": "C33H54F3NO5S", "method": "wB97M-V/def2-TZVPD", "elements": ["C", "C", "C", "C", "C", "C", "C", "C", "C", "C", "C", "C", "C", "C", "C", "C", "C", "C", "C", "C", "C", "C", "C", "C", "N", "C", "C", "C", "C", "C", "C", "O", "C", "C", "O", "H", "H", "H", "H", "H", "H", "H", "H", "H", "H", "H", "H", "H", "H", "H", "H", "H", "H", "H", "H", "H", "H", "H", "H", "H", "H", "H", "H", "H", "H", "H", "H", "H", "H", "H", "H", "H", "H", "H", "H", "H", "H", "H", "H", "H", "H", "H", "H", "H", "H", "H", "H", "H", "H", "C", "F", "F", "F", "S", "O", "O", "O"], "coordinates": [[1.126, 0.377, 7.082], [0.203, 0.439, 6.329], [-0.939, 0.124, 5.540], [-2.219, 0.398, 6.021], [-3.328, 0.050, 5.271], [-3.163, -0.567, 4.051], [-4.325, -0.987, 3.208], [-4.184, -0.511, 1.757], [-3.286, -1.436, 0.907], [-3.646, -1.309, -0.575], [-3.453, 0.153, -1.047], [-2.956, 0.225, -2.514], [-1.467, 0.578, -2.516], [-1.245, 2.038, -2.034], [-0.182, 2.745, -2.878], [1.240, 2.270, -2.470], [2.110, 3.463, -2.095], [3.447, 3.095, -1.413], [4.683, 3.640, -2.122], [5.195, 2.869, -3.380], [4.449, 1.597, -3.776], [5.305, 0.779, -4.804], [4.536, 0.340, -6.064], [4.512, -1.201, -6.229], [-1.913, -0.805, 3.615], [-0.789, -0.488, 4.297], [0.524, -0.832, 3.702], [0.899, -2.337, 3.852], [0.230, -3.070, 5.032], [-0.932, -3.973, 4.575], [-0.942, -5.366, 5.210], [-1.135, -6.359, 4.181], [-2.359, -6.982, 4.321], [-2.308, -8.396, 4.803], [-3.374, -6.396, 4.065], [1.929, 0.330, 7.773], [-2.327, 0.876, 6.981], [-4.316, 0.238, 5.649], [-5.230, -0.602, 3.667], [-4.388, -2.075, 3.263], [-3.807, 0.508, 1.756], [-5.164, -0.537, 1.294], [-3.490, -2.458, 1.229], [-2.228, -1.171, 0.989], [-3.037, -1.986, -1.168], [-4.693, -1.585, -0.700], [-4.399, 0.673, -0.939], [-2.696, 0.573, -0.389], [-3.106, -0.754, -2.963], [-3.532, 0.990, -3.022], [-0.931, -0.113, -1.865], [-1.099, 0.448, -3.532], [-2.193, 2.562, -2.136], [-0.942, 1.989, -0.988], [-0.221, 3.824, -2.779], [-0.350, 2.444, -3.905], [1.192, 1.595, -1.611], [1.646, 1.717, -3.313], [1.522, 4.059, -1.400], [2.285, 4.107, -2.953], [3.428, 3.582, -0.436], [3.503, 2.029, -1.203], [5.511, 3.683, -1.416], [4.483, 4.662, -2.428], [5.126, 3.538, -4.235], [6.250, 2.642, -3.241], [4.268, 0.940, -2.934], [3.544, 1.879, -4.301], [5.696, -0.089, -4.278], [6.161, 1.390, -5.075], [5.083, 0.708, -6.926], [3.513, 0.697, -6.067], [5.303, -1.681, -5.662], [3.560, -1.596, -5.875], [4.608, -1.492, -7.271], [-1.776, -1.250, 2.711], [1.314, -0.195, 4.073], [0.452, -0.622, 2.632], [1.973, -2.378, 4.000], [0.714, -2.835, 2.908], [0.989, -3.721, 5.458], [-0.068, -2.394, 5.828], [-1.893, -3.498, 4.781], [-0.913, -4.150, 3.505], [-1.715, -5.449, 5.970], [0.014, -5.588, 5.679], [-1.725, -8.459, 5.716], [-3.324, -8.724, 4.965], [-1.822, -8.992, 4.037], [-1.171, 5.986, -5.786], [-1.192, 5.832, -7.119], [-1.755, 7.164, -5.511], [-1.959, 5.024, -5.263], [0.541, 5.900, -5.115], [1.213, 6.990, -5.779], [0.985, 4.573, -5.497], [0.350, 6.074, -3.687]], "homo_energy_ev": -7.1, "energy_ha": -2418.4074, "lumo_energy_ev": -2.6435, "multiplicity": 1, "orbital_gap_ev": 4.50}